# 1
A molecular structure, C55H55AsNO2S2Se4Si2Y. Source: OMol25; level of theory: ωB97M-V with the def2-TZVPD basis set.

Summary:
Total charge: -2
LUMO in eV: 3.4
Energy in eV: -424210.32349

Each line ends with the Mulliken charge.
Atoms and positions in Å:
Y: 0.659178 0.264424 0.727790  -0.95
C: -2.970102 3.279626 1.328563  -1.16
C: -4.093559 2.487718 1.528723  -0.91
C: -3.969607 1.117296 1.428428  -0.53
C: -2.729710 0.537085 1.123046  0.04
N: -1.638747 1.316094 0.990998  2.85
C: -1.768503 2.643589 1.078561  -0.87
C: -2.531300 -0.925379 1.004111  0.15
C: -3.632702 -1.791417 1.060120  -0.78
C: -3.446661 -3.160386 1.090236  -1.38
C: -2.149309 -3.666844 1.098370  -0.42
C: -1.074197 -2.795711 1.010559  -0.64
C: -1.208530 -1.400033 0.919846  1.61
H: -3.009224 4.358051 1.402475  0.47
H: -5.052500 2.933550 1.767656  0.40
H: -4.825360 0.486603 1.621685  0.67
H: -0.845184 3.206292 0.982280  0.19
H: -4.649965 -1.414207 1.086023  0.12
H: -4.301192 -3.826631 1.126116  0.34
H: -1.982293 -4.737914 1.160513  0.37
H: -0.073512 -3.220571 1.032071  0.21
Se: 1.771561 2.734841 1.730933  -0.30
Se: 2.564833 3.686477 -0.262747  -0.37
Se: 4.193336 2.171991 -1.024670  -0.30
Se: 3.143200 0.085743 -1.188151  -0.46
O: -3.397486 0.164389 -4.079351  -0.68
S: -3.838316 0.370085 -2.661934  0.89
C: -2.982773 1.831244 -2.001160  2.32
C: -2.757535 2.925208 -3.041668  -1.30
C: -1.459358 2.745103 -3.841239  -0.03
C: -0.178751 3.103360 -3.071960  -1.23
S: 0.919681 1.776858 -2.467290  0.28
O: 0.040537 1.049932 -1.460486  1.21
C: 0.929369 0.774093 -3.940788  1.22
C: 1.894899 1.042061 -4.900165  -0.95
C: 1.924280 0.277984 -6.056199  -0.93
C: 0.996780 -0.741225 -6.243013  -0.57
C: 0.043398 -1.003397 -5.270738  -1.19
C: 0.014562 -0.246180 -4.107627  0.11
C: -5.470883 1.104258 -2.779792  -0.01
C: -5.998068 1.386258 -4.027193  -0.44
C: -7.273681 1.931434 -4.117245  -0.65
C: -8.007088 2.180860 -2.966816  -0.46
C: -7.472328 1.880403 -1.718830  -0.65
C: -6.202690 1.334142 -1.621191  -0.15
H: -2.041663 1.449127 -1.601626  -1.96
H: -3.590855 2.170309 -1.162683  0.05
H: -2.740683 3.889397 -2.525444  0.49
H: -3.601543 2.956572 -3.736564  0.37
H: -1.506889 3.373678 -4.734527  0.43
H: -1.426971 1.720027 -4.208585  -0.02
H: -0.387806 3.644236 -2.145219  0.55
H: 0.488982 3.732603 -3.664564  0.61
H: 2.633723 1.815589 -4.721861  0.49
H: 2.682754 0.466098 -6.806298  0.38
H: 1.030816 -1.348708 -7.138813  0.39
H: -0.665294 -1.809721 -5.410172  0.40
H: -0.700205 -0.430546 -3.315965  0.36
H: -5.400107 1.167845 -4.902697  0.47
H: -7.694482 2.159963 -5.088706  0.39
H: -9.001185 2.604681 -3.039315  0.36
H: -8.048972 2.067685 -0.821601  0.42
H: -5.776303 1.087325 -0.655886  0.44
C: 3.321134 -3.070322 1.873596  -1.31
Si: 2.758163 -1.279417 2.332022  0.47
C: 4.438185 -0.373395 2.444486  -1.19
C: 2.314678 -1.447708 4.204210  0.54
C: 3.099617 -2.241575 5.052212  -0.41
C: 2.860371 -2.329135 6.415349  -0.72
C: 1.814718 -1.599647 6.969334  -0.69
C: 1.025358 -0.812728 6.144100  -0.33
C: 1.244199 -0.724521 4.762209  0.34
Si: 0.031460 0.312800 3.674106  0.03
C: -1.651223 -0.481661 4.186907  -1.38
C: -0.124245 1.962644 4.656443  -1.32
H: 4.220908 -3.389005 2.415412  0.47
H: 3.546953 -3.118000 0.802846  0.13
H: 2.521978 -3.786110 2.093562  0.39
H: 5.114819 -0.885510 3.141757  0.33
H: 4.294904 0.653561 2.789820  0.22
H: 4.915038 -0.325858 1.462092  0.24
H: 3.928677 -2.805774 4.631644  0.22
H: 3.486291 -2.955549 7.044444  0.35
H: 1.615148 -1.649086 8.035927  0.34
H: 0.206094 -0.254439 6.590503  0.14
H: -1.755697 -0.498425 5.279110  0.65
H: -1.748668 -1.504843 3.814655  0.11
H: -2.488259 0.099440 3.783983  0.23
H: -0.458537 1.797206 5.688789  0.38
H: -0.863558 2.608263 4.167849  0.16
H: 0.819592 2.513602 4.685753  0.32
C: 2.915416 -3.882771 -5.877695  -0.54
C: 1.822322 -4.698925 -5.603217  -0.69
C: 1.068973 -4.486580 -4.458098  -0.28
C: 1.393560 -3.454626 -3.582509  0.44
C: 2.485157 -2.641282 -3.859513  0.08
C: 3.246325 -2.859702 -5.002512  -0.70
As: 0.354203 -3.058260 -1.954553  0.80
C: -1.411300 -3.626308 -2.596088  0.31
C: -2.340291 -2.873353 -3.302248  -0.31
C: -3.576478 -3.415948 -3.626137  -1.32
C: -3.892263 -4.709918 -3.231719  -1.01
C: -2.976091 -5.465038 -2.515234  -0.90
C: -1.733182 -4.928629 -2.194162  1.16
C: -0.678309 -5.618039 -1.426857  0.24
C: -0.756505 -6.909701 -0.914295  -0.62
C: 0.301562 -7.423343 -0.180483  -0.76
C: 1.437342 -6.654328 0.050074  -0.74
C: 1.521655 -5.365388 -0.457707  -0.88
C: 0.468395 -4.855283 -1.201060  0.32
H: 3.504987 -4.046120 -6.772384  0.36
H: 1.557059 -5.502891 -6.280301  0.38
H: 0.217589 -5.125908 -4.250581  0.33
H: 2.743635 -1.815643 -3.203604  0.02
H: 4.091377 -2.213904 -5.209529  0.48
H: -2.132656 -1.856202 -3.607144  0.59
H: -4.292048 -2.813489 -4.172603  0.54
H: -4.861532 -5.128736 -3.474858  0.34
H: -3.236036 -6.468449 -2.199100  0.36
H: -1.643632 -7.512034 -1.072733  0.35
H: 0.236367 -8.424777 0.227884  0.36
H: 2.251541 -7.052609 0.642545  0.43
H: 2.391940 -4.756741 -0.249625  0.40

Atomic forces in eV per Å
Y 0.46 -0.38 0.49
C 0.01 0.02 0.01
C 0.01 -0.03 -0.01
C -0.03 0.04 -0.01
C 0.01 -0.07 -0.02
N -0.08 0.08 -0.03
C -0.01 0.05 0.04
C -0.04 0.00 0.01
C -0.03 0.01 0.01
C 0.00 -0.01 0.01
C 0.00 0.02 -0.01
C 0.04 -0.03 0.00
C 0.16 0.16 -0.03
H 0.01 0.00 0.00
H 0.00 0.00 0.01
H 0.00 -0.02 -0.02
H 0.00 -0.01 -0.02
H 0.01 0.01 -0.02
H 0.00 0.00 -0.01
H 0.00 0.00 0.00
H 0.02 -0.02 -0.01
Se 0.02 0.07 0.01
Se -0.04 -0.03 -0.02
Se 0.03 0.03 -0.01
Se -0.06 -0.06 0.01
O 0.03 0.06 0.06
S 0.05 -0.03 0.01
C 0.01 0.01 -0.17
C 0.11 -0.07 -0.01
C -0.08 0.00 0.08
C -0.12 -0.13 0.01
S 0.07 0.04 -0.02
O -0.17 0.08 -0.20
C 0.00 -0.02 0.03
C 0.07 0.00 -0.01
C -0.05 0.02 -0.03
C -0.07 0.06 -0.02
C -0.02 0.03 -0.05
C 0.00 -0.05 -0.03
C -0.03 0.05 0.06
C -0.03 -0.01 0.00
C 0.02 -0.01 0.01
C -0.02 0.01 -0.01
C 0.01 -0.01 0.01
C -0.03 0.01 -0.03
H 0.02 0.01 -0.02
H -0.02 -0.05 0.06
H -0.01 0.01 0.00
H -0.01 0.00 0.00
H -0.01 0.04 0.03
H 0.00 0.04 -0.02
H 0.01 0.07 -0.02
H 0.01 -0.01 -0.02
H 0.01 -0.01 0.02
H 0.01 0.00 0.00
H 0.01 0.00 0.01
H -0.01 0.00 0.01
H -0.02 -0.01 -0.01
H 0.02 0.00 -0.01
H 0.00 0.00 0.00
H 0.00 0.00 0.00
H 0.00 0.00 0.00
H 0.00 0.01 0.01
C 0.02 0.01 0.05
Si -0.41 0.08 -0.21
C 0.04 0.00 0.04
C 0.09 -0.02 -0.02
C 0.00 0.00 -0.01
C 0.01 -0.01 -0.01
C -0.02 0.01 0.01
C 0.01 -0.02 0.01
C -0.08 0.01 0.05
Si -0.05 -0.02 -0.08
C 0.01 0.01 0.01
C 0.01 0.03 0.01
H -0.01 -0.01 0.00
H 0.02 0.02 0.01
H 0.00 -0.02 -0.04
H -0.01 0.01 -0.01
H 0.01 0.00 0.00
H -0.01 0.01 -0.02
H 0.00 0.00 0.01
H 0.00 0.00 0.00
H 0.00 0.00 0.00
H 0.00 0.00 -0.01
H 0.00 0.00 -0.01
H 0.00 0.00 0.00
H -0.01 -0.01 0.02
H 0.01 0.00 0.00
H 0.01 0.01 0.00
H 0.00 0.00 -0.01
C -0.01 0.00 0.03
C 0.00 0.02 0.01
C -0.01 -0.02 -0.06
C -0.05 0.02 0.03
C 0.10 -0.05 -0.04
C 0.04 -0.06 0.00
As -0.02 -0.03 -0.04
C 0.00 0.05 0.02
C 0.09 0.01 0.03
C 0.00 -0.01 0.01
C 0.00 -0.01 0.00
C -0.01 0.01 0.00
C 0.01 0.01 -0.02
C -0.05 -0.04 0.02
C -0.01 -0.03 0.00
C 0.02 0.01 0.00
C 0.00 -0.03 0.01
C -0.02 0.01 -0.03
C 0.06 0.07 0.02
H 0.00 -0.01 -0.01
H 0.01 0.00 -0.01
H 0.00 0.00 0.01
H -0.03 0.02 0.06
H -0.01 0.00 0.01
H -0.03 -0.03 0.02
H 0.00 0.00 0.00
H 0.00 0.00 0.00
H 0.00 0.00 0.00
H 0.00 0.01 0.00
H 0.00 0.00 0.00
H 0.00 0.01 0.00
H 0.02 0.00 0.01

# 2
3 unconnected molecules or ions with the total composition C55H55N2O10P2S in a non-equilibrium geometry. Source: OMol25; level of theory: ωB97M-V with the def2-TZVPD basis set.

Summary:
Total charge: +1
LUMO in eV: -2.8
Energy in eV: -110791.99865

Each line ends with the Mulliken charge.
Atoms and positions in Å:
C: 3.443668 5.238927 2.927768  -0.08
C: 3.129068 4.684175 1.911072  -2.29
C: 2.728368 4.004921 0.678288  -0.08
C: 3.277117 2.540063 0.801184  -0.11
C: 4.370578 2.129977 -0.165237  -0.17
C: 5.152060 1.008986 0.095332  -0.33
C: 6.162262 0.682458 -0.781219  -0.78
C: 6.391771 1.474958 -1.892081  -0.55
N: 5.679464 2.562779 -2.148091  -0.69
C: 4.709819 2.865685 -1.301353  -0.06
C: 1.918099 1.785710 0.866183  -1.03
P: 1.954536 -0.018464 1.156680  0.79
O: 3.107697 0.007808 2.290720  -0.53
O: 2.587555 -0.763025 -0.103057  -0.42
S: 0.380505 -0.793210 1.919679  -0.36
N: 0.946026 2.461967 -0.087056  1.59
C: -0.490902 1.977584 0.168664  -1.78
C: -1.225538 0.842209 -0.587040  -2.21
C: -0.623192 -0.412575 -1.272151  2.66
C: -1.374075 -1.663374 -0.756600  -1.74
C: -0.780246 -0.423291 -2.818654  -1.61
C: 1.487402 2.130130 -1.460190  -1.53
C: 0.668548 2.360556 -2.712373  1.23
C: -0.578423 2.937664 -2.831714  0.07
C: -1.180384 3.085579 -4.066370  -1.29
C: -0.552941 2.662148 -5.228032  0.94
C: -1.226858 2.789745 -6.561708  -1.59
C: 0.712498 2.110044 -5.111980  -1.06
C: 1.309349 1.960703 -3.879544  -1.66
C: 1.174523 3.942572 0.384838  2.15
C: 0.361001 4.266685 1.656238  -1.30
C: 0.219785 5.712532 2.151186  -0.31
C: -0.250784 5.645306 3.619401  -1.52
O: -0.765060 6.395612 1.395161  -0.60
P: 1.078292 5.275693 -0.925444  0.62
O: 1.938013 4.979585 -2.077385  -0.75
O: -0.435483 5.546877 -1.233457  -0.50
O: 1.566228 6.626786 -0.232043  -0.62
H: 3.720745 5.663174 3.862238  0.58
H: 3.229280 4.550604 -0.113184  0.95
H: 3.652925 2.461600 1.814447  1.40
H: 5.007368 0.409470 0.978704  0.73
H: 6.785690 -0.178973 -0.595432  0.47
H: 7.192291 1.229282 -2.573597  0.42
H: 4.146498 3.753045 -1.554655  0.46
H: 1.602220 2.030821 1.883537  0.01
H: 3.392661 -0.898660 2.471884  0.56
H: 3.211669 -1.457829 0.153976  0.36
H: -1.094625 2.867008 0.015961  0.88
H: -0.542143 1.799106 1.236800  0.92
H: -1.923308 0.472812 0.163493  0.84
H: -1.871886 1.308533 -1.326839  0.62
H: 0.426689 -0.600094 -1.079707  -1.06
H: -1.666071 -1.586924 0.284426  0.02
H: -2.288474 -1.808660 -1.331942  0.60
H: -0.767314 -2.551755 -0.920484  0.43
H: -1.295780 0.456192 -3.190184  0.23
H: -1.282817 -1.324938 -3.152706  0.55
H: 0.195480 -0.427856 -3.297693  0.30
H: 2.397579 2.693555 -1.596244  0.56
H: 1.781525 1.084107 -1.461560  0.91
H: -1.120777 3.265060 -1.965808  0.33
H: -2.166583 3.523965 -4.125350  0.48
H: -1.686581 3.766801 -6.679115  0.36
H: -2.036331 2.060044 -6.618478  0.31
H: -0.552389 2.568236 -7.381314  0.39
H: 1.250591 1.774735 -5.986250  0.38
H: 2.298675 1.522704 -3.830672  0.53
H: -0.667559 3.929109 1.567748  0.93
H: 0.767874 3.708837 2.498711  0.17
H: 1.152176 6.261241 2.163681  0.67
H: -0.947689 6.449208 3.817414  0.45
H: -0.712462 4.683791 3.840320  0.34
H: 0.605918 5.716393 4.287668  0.30
H: -0.369122 7.184630 1.020630  0.39
H: -0.558394 6.342145 -1.770103  0.39
H: 2.514772 6.739463 -0.379683  0.41
C: -3.297258 -1.936505 2.627416  -0.40
C: -3.605075 -0.922503 3.529033  -0.59
C: -4.870938 -0.362467 3.538394  -0.66
C: -5.831295 -0.805806 2.637376  0.18
C: -5.515575 -1.809063 1.720000  0.07
C: -4.248429 -2.378551 1.724451  -0.64
C: -6.515478 -2.275082 0.714368  0.62
O: -6.236956 -3.147998 -0.079332  -0.66
C: -7.856551 -1.626542 0.713918  0.22
C: -8.789599 -2.007943 -0.241589  -0.57
C: -10.045659 -1.426279 -0.250864  -0.49
C: -10.378214 -0.465625 0.698150  -0.50
C: -9.451150 -0.077972 1.650275  -0.54
C: -8.185897 -0.650646 1.658292  0.15
C: -7.194410 -0.198460 2.674328  0.61
O: -7.478157 0.639249 3.502896  -0.66
H: -2.308767 -2.379073 2.626973  0.58
H: -2.854857 -0.572699 4.226461  0.48
H: -5.125279 0.420200 4.239582  0.51
H: -4.017069 -3.161825 1.015671  0.53
H: -8.523606 -2.758864 -0.972201  0.47
H: -10.770270 -1.722323 -0.997413  0.41
H: -11.362799 -0.017772 0.692277  0.40
H: -9.699034 0.669822 2.390386  0.48
C: 4.126222 -4.306240 -2.141307  -1.20
C: 3.304188 -3.476858 -1.381571  -0.30
C: 2.723867 -3.947553 -0.213816  -0.34
C: 2.965784 -5.253161 0.197619  -0.02
C: 3.771703 -6.087925 -0.571566  0.30
C: 4.357261 -5.608395 -1.738326  -0.62
C: 4.007684 -7.509155 -0.169777  0.57
O: 4.715671 -8.227684 -0.838389  -0.65
C: 3.341309 -8.002012 1.067588  0.15
C: 3.503440 -9.330849 1.435491  -0.56
C: 2.903232 -9.805521 2.589369  -0.49
C: 2.144775 -8.953956 3.385109  -0.52
C: 1.976009 -7.628818 3.022196  -0.53
C: 2.566283 -7.149323 1.859872  0.06
C: 2.350573 -5.730601 1.472358  0.48
O: 1.700046 -4.971693 2.160531  -0.69
H: 4.580497 -3.934012 -3.049743  0.44
H: 3.115576 -2.465411 -1.716490  0.84
H: 2.075332 -3.319000 0.386477  0.71
H: 4.988393 -6.264545 -2.321258  0.51
H: 4.097901 -9.984974 0.813336  0.48
H: 3.026802 -10.842081 2.872177  0.41
H: 1.682273 -9.327446 4.288639  0.41
H: 1.384866 -6.960533 3.632349  0.49

Atomic forces in eV per Å
C 0.01 -0.40 -0.23
C -0.49 0.50 0.30
C 0.66 -0.25 0.49
C -0.76 0.12 -0.44
C 0.07 -0.01 -0.06
C 0.05 0.18 -0.02
C 0.22 -0.29 -0.01
C 0.02 -0.04 0.14
N 0.16 -0.04 -0.20
C -0.40 0.08 0.29
C 0.72 -0.05 0.40
P -0.79 -0.89 1.13
O 0.42 0.27 -0.79
O 0.21 0.55 0.01
S 0.06 0.16 -0.26
N 0.51 -0.77 0.38
C -0.51 0.44 0.07
C 0.11 -0.13 -0.42
C -0.60 -0.72 -0.30
C -0.09 0.15 -0.23
C 0.61 0.16 0.17
C -0.28 0.19 -0.81
C 0.13 0.11 0.03
C -0.05 0.01 0.27
C -0.06 -0.01 -0.18
C -0.05 0.18 -0.19
C -0.32 -0.34 0.23
C 0.17 -0.15 0.04
C 0.16 0.02 0.16
C 0.23 1.15 0.05
C -0.15 -0.24 0.06
C -0.38 0.20 0.93
C 0.41 -0.42 -0.22
O 0.01 -0.10 -0.14
P 0.06 -0.16 -1.20
O 0.15 -0.28 0.19
O -0.11 -0.12 0.26
O -0.12 -0.18 0.48
H 0.08 0.13 0.02
H 0.09 -0.29 -0.30
H 0.32 -0.20 -0.01
H -0.08 0.04 0.13
H 0.07 -0.07 0.00
H 0.06 0.04 -0.17
H -0.02 0.18 -0.15
H -0.49 0.11 -0.11
H -0.08 -0.02 0.48
H 0.01 -0.17 -0.26
H -0.03 0.06 -0.16
H 0.25 -0.23 0.04
H 0.09 0.09 0.27
H 0.10 0.15 -0.09
H 0.10 0.38 0.34
H 0.20 -0.14 0.14
H -0.13 0.09 0.00
H 0.03 -0.12 0.12
H -0.22 -0.05 -0.09
H -0.19 -0.01 -0.02
H 0.08 0.03 -0.13
H 0.04 0.20 0.18
H -0.14 -0.14 0.34
H -0.11 0.18 0.14
H -0.09 0.06 0.01
H 0.10 0.14 -0.15
H -0.07 -0.03 -0.05
H 0.12 0.18 -0.10
H -0.02 0.01 -0.16
H 0.10 -0.03 0.05
H -0.06 0.10 -0.17
H 0.21 -0.08 -0.03
H 0.11 -0.02 -0.38
H -0.05 0.10 0.07
H -0.34 0.06 0.02
H 0.03 0.12 0.09
H 0.00 0.11 -0.03
H -0.16 -0.03 -0.11
H 0.03 0.22 -0.05
C 0.05 0.02 0.00
C 0.01 0.00 -0.04
C 0.10 0.01 0.05
C -0.02 -0.04 -0.07
C -0.07 0.06 0.01
C 0.11 0.00 0.02
C 0.00 -0.06 -0.05
O 0.02 0.02 -0.02
C 0.05 0.05 0.07
C -0.10 -0.01 -0.05
C 0.00 0.02 0.03
C 0.01 -0.02 -0.02
C -0.10 0.02 -0.04
C 0.08 -0.05 -0.02
C -0.04 0.05 0.06
O 0.01 0.02 -0.01
H 0.00 -0.02 0.02
H 0.00 -0.02 0.02
H -0.08 0.00 -0.01
H -0.07 -0.01 -0.04
H 0.06 -0.03 0.03
H -0.01 -0.01 0.00
H -0.01 0.00 0.00
H 0.06 0.01 0.03
C 0.01 0.00 0.06
C 0.02 -0.05 0.00
C 0.12 0.18 -0.14
C 0.00 -0.09 0.06
C -0.05 0.00 0.05
C 0.03 0.08 -0.08
C 0.04 -0.06 -0.02
O 0.01 0.00 -0.01
C -0.04 0.10 -0.01
C 0.00 -0.09 0.06
C -0.02 0.03 0.02
C 0.02 -0.02 -0.02
C -0.03 -0.07 0.07
C 0.04 0.01 -0.09
C -0.05 0.02 0.08
O 0.02 0.02 0.01
H -0.01 0.01 -0.01
H -0.06 -0.02 -0.10
H -0.10 -0.12 0.03
H -0.02 -0.07 0.04
H 0.03 0.05 -0.05
H 0.00 -0.01 0.01
H 0.00 -0.01 0.01
H 0.00 0.06 -0.04

The evaluated Kohn-Sham gap for the records listed, in turn: 3.91 8.40 eV.